Entry 1:
13
Properties=species:S:1:pos:R:3:mulliken_charge:R:1 method="wB97M-V/def2-TZVPD" orbital_gap_ev=7.21 lumo_ev=-5.439 total_charge=+1 max_force_ev_per_a=3.728 spin_multiplicity=1 energy_ha=-477.37869 homo_energy_ev=-12.6
C 3.1232 0.1335 0.4240 -1.012
C 1.8061 0.3649 -0.3488 0.308
N 0.7977 -0.4372 -0.1159 -0.213
P -3.5394 0.2154 0.0687 -0.204
H 3.6275 -0.7583 -0.1812 0.335
H 2.9446 -0.4349 1.3779 0.323
H 3.9051 0.9239 0.5113 0.329
H 1.5798 1.1942 -0.9793 0.401
H 0.8841 -1.2574 0.4683 0.266
H 0.0715 -0.2858 -0.7479 0.249
H -3.3726 1.4022 -0.7656 0.066
H -3.9241 -0.7630 -0.8337 0.081
H -4.6903 0.8303 0.4673 0.073

Entry 2:
8
Properties=species:S:1:pos:R:3:mulliken_charge:R:1 method="wB97M-V/def2-TZVPD" orbital_gap_ev=8.16 lumo_ev=-1.108 total_charge=0 max_force_ev_per_a=5.307 spin_multiplicity=1 energy_ha=-586.65631 homo_energy_ev=-9.3
C 0.8826 0.3827 -0.0709 -0.232
C 0.6204 -0.8003 0.5018 -0.065
C -1.3323 0.9274 -0.9259 0.023
N -0.0587 0.8602 -1.0279 -0.285
O -2.0027 -0.2204 0.3931 -0.400
P -0.8748 -1.1291 -0.5367 0.252
H 1.5695 1.1253 0.1935 0.386
H 1.1961 -1.1459 1.4731 0.321

Entry 3:
11
Properties=species:S:1:pos:R:3:mulliken_charge:R:1 method="wB97M-V/def2-TZVPD" orbital_gap_ev=10.59 lumo_ev=0.966 total_charge=0 max_force_ev_per_a=0.517 spin_multiplicity=1 energy_ha=-285.36378 homo_energy_ev=-9.6
C 0.3539 0.0566 1.6732 -1.004
C 0.2075 0.1912 0.1961 0.472
C -0.2673 -0.7278 -0.6781 -0.105
C -0.4181 0.0005 -1.8818 -0.428
N -0.0149 1.2398 -1.7556 -0.370
O 0.3886 1.3620 -0.4369 -0.144
H -0.3515 0.7140 2.1930 0.267
H 0.0807 -0.9762 1.9072 0.292
H 1.3588 0.2488 2.0576 0.291
H -0.4773 -1.7649 -0.4707 0.335
H -0.8610 -0.3359 -2.8135 0.393

Entry 4:
21
Properties=species:S:1:pos:R:3:mulliken_charge:R:1 method="wB97M-V/def2-TZVPD" orbital_gap_ev="4.15 / 8.46" lumo_ev="-11.399 / -9.713" total_charge=+2 max_force_ev_per_a=5.530 spin_multiplicity=6 energy_ha=-1292.55235 homo_energy_ev="-15.5 / -18.2"
O -1.0577 -1.8719 -0.4555 -0.365
Pm 1.1912 -2.9233 -0.0707 2.207
O -0.6725 -3.9695 -0.1194 -0.619
C -1.6323 -3.1421 -0.2669 0.754
O -2.8295 -3.2948 -0.2801 -0.413
C -1.8914 -0.7275 -0.7017 -0.223
C -1.0790 0.3608 -1.3448 -1.031
H -2.7138 -1.0510 -1.3550 0.375
H -2.3282 -0.4036 0.2517 0.318
H -0.5398 0.0064 -2.2336 0.335
H -1.7398 1.1709 -1.6759 0.416
O 2.6287 1.5059 0.0491 -0.251
C 2.3451 0.4366 0.7675 0.872
C 1.6154 2.4529 0.2792 -0.323
O 2.4423 -0.7076 0.3380 -0.681
O 1.5695 0.7467 1.7728 -0.300
C 1.2168 2.1513 1.6976 -0.155
H -0.2131 0.9734 -0.6711 0.123
H 0.1446 2.2603 1.9029 0.260
H 1.7688 2.7032 2.4702 0.316
H 1.7746 3.3227 -0.3543 0.385

Entry 5:
14
Properties=species:S:1:pos:R:3:mulliken_charge:R:1 method="wB97M-V/def2-TZVPD" orbital_gap_ev=9.23 lumo_ev=0.644 total_charge=0 max_force_ev_per_a=0.431 spin_multiplicity=1 energy_ha=-233.26028 homo_energy_ev=-8.6
C 0.5045 -0.4882 1.3706 -0.178
C -0.5517 -0.9980 0.6430 -0.699
C -0.6527 -0.3110 -0.6258 -0.079
C 0.4995 -0.0360 -1.7687 -0.711
C 0.4156 0.7019 -0.5545 0.177
C 1.1663 0.4916 0.5850 -0.539
H 0.8192 -0.8319 2.3516 0.400
H -1.3286 -1.6456 1.0405 0.326
H -1.6278 -0.1414 -1.0721 0.337
H 1.3506 -0.6905 -1.9462 0.270
H -0.0428 0.2695 -2.6609 0.262
H 2.1633 0.8803 0.7568 0.418
H -1.5178 1.1601 1.1782 0.004
H -1.1976 1.6393 0.7023 0.011

Entry 6:
17
Properties=species:S:1:pos:R:3:mulliken_charge:R:1 method="wB97M-V/def2-TZVPD" orbital_gap_ev=10.02 lumo_ev=0.946 total_charge=0 max_force_ev_per_a=2.924 spin_multiplicity=1 energy_ha=-371.90189 homo_energy_ev=-9.1
C -2.0214 -0.3865 -0.0299 -1.372
C -0.5145 -0.0694 -0.0044 0.738
C -0.1391 1.4651 -0.0263 -0.598
C 1.2085 1.4109 0.0615 -0.618
C 1.5379 -0.0954 -0.0162 0.381
F 2.8437 -0.4676 -0.0742 -0.381
C 0.5191 -0.5895 -1.0348 -0.542
C 0.5053 -0.6014 1.0675 -0.592
H -2.6107 0.2210 -0.7861 0.331
H -2.4147 -0.2466 1.0332 0.301
H -2.1014 -1.4964 -0.2695 0.313
H -0.8001 2.2837 -0.1840 0.428
H 1.8176 2.2815 0.1458 0.449
H 0.4300 -1.6856 -1.1610 0.325
H 0.5279 -0.1024 -2.0293 0.261
H 0.5841 -0.1716 2.0466 0.315
H 0.6278 -1.7500 1.2612 0.260